[1]
DFT (the ωB97M-V functional and the def2-TZVPD basis) results for an isolated ion of composition C3H13N4O and charge +1 in a non-equilibrium geometry.

Geometry (Å):
C (-1.572, -0.081, 0.097)
C (-0.234, -0.572, 0.606)
C (1.074, 0.425, -0.001)
N (-1.751, 1.381, 0.286)
N (0.149, -1.913, 0.094)
N (0.739, 1.334, -0.982)
N (2.019, -0.525, -0.601)
O (1.706, 0.984, 1.157)
H (-2.319, -0.735, 0.519)
H (-1.566, -0.150, -0.931)
H (-0.143, -0.433, 1.689)
H (-1.382, 1.611, 1.165)
H (-2.714, 1.504, 0.162)
H (0.386, -2.620, 0.777)
H (-0.620, -2.335, -0.442)
H (1.433, 2.090, -1.010)
H (-0.201, 1.566, -1.110)
H (2.400, -0.297, -1.543)
H (2.787, -0.965, 0.032)
H (0.986, -1.520, -0.565)
H (1.603, 0.467, 1.970)

Cartesian forces (eV/Å) of the 3 atoms listed first:
C 0.9 0.6 1.3
C 2.0 2.3 -0.9
C 0.0 -1.9 2.1

Properties
SMILES: NC[C@@H]([NH3+])C(N)(N)O
LUMO level: -3.19 eV
Largest force on an atom: 0.061 hartree/bohr
Kohn-Sham gap: 10.1272 eV
Highest occupied orbital energy: -13.3 eV
Energy relative to the best compared isomer or geometry (same formula, charge and spin): 53.15 kcal/mol
Net charge: +1

***

[2]
DFT (the ωB97M-V functional and the def2-TZVPD basis) results for a 21-piece molecular cluster, C9H47NO22 overall in a non-equilibrium geometry.

Geometry (Å):
N (-0.960, 1.727, -1.784)
O (-0.671, -1.421, 1.954)
O (1.679, -1.663, 1.663)
C (-0.375, 0.986, -0.828)
C (0.096, 2.145, -2.593)
C (1.326, 1.669, -2.176)
C (-1.002, 0.096, 0.159)
C (1.097, 0.875, -1.018)
C (1.930, 0.203, -0.146)
C (-0.189, -0.516, 1.003)
C (0.527, -2.150, 2.403)
C (1.292, -0.413, 1.105)
H (0.018, 2.704, -3.516)
H (2.231, 1.903, -2.590)
H (-2.079, -0.060, 0.203)
H (2.959, 0.189, -0.350)
H (0.705, -2.027, 3.435)
H (0.419, -3.198, 2.088)
H (1.482, 0.361, 1.880)
O (-1.724, -0.620, -3.439)
H (-2.566, -0.507, -3.989)
H (-1.480, 0.280, -3.048)
O (-3.074, -2.501, 1.532)
H (-2.176, -2.037, 1.580)
H (-3.548, -2.185, 0.697)
O (3.862, -2.305, 3.221)
H (4.545, -2.896, 2.763)
H (3.132, -2.091, 2.554)
O (-0.940, -5.805, 1.213)
H (-0.853, -6.804, 1.082)
H (-1.922, -5.584, 1.316)
O (-5.143, -0.181, 0.672)
H (-6.021, 0.288, 0.854)
H (-4.979, -0.164, -0.326)
O (2.605, -3.441, -0.656)
H (1.616, -3.357, -0.855)
H (2.725, -4.158, 0.048)
O (5.006, 0.427, -2.570)
H (4.678, 1.366, -2.756)
H (5.956, 0.353, -2.910)
O (-0.733, 2.076, 2.932)
H (-1.353, 2.379, 2.193)
H (-1.208, 1.362, 3.470)
O (-2.059, 0.335, 4.377)
H (-2.991, 0.061, 4.097)
H (-1.566, -0.492, 4.687)
O (2.229, 2.698, 3.023)
H (1.218, 2.722, 3.057)
H (2.541, 1.882, 3.534)
O (4.847, 3.061, -2.465)
H (4.565, 3.871, -3.002)
H (4.984, 3.351, -1.505)
O (-4.386, 0.565, -1.959)
H (-5.212, 0.522, -2.543)
H (-3.983, 1.489, -2.052)
O (3.865, 0.494, 3.800)
H (4.773, 0.734, 3.423)
H (3.782, -0.514, 3.804)
O (-3.241, 3.159, -1.140)
H (-3.419, 2.740, -0.237)
H (-2.358, 2.803, -1.485)
O (-0.952, -2.142, 5.572)
H (-1.500, -2.912, 5.210)
H (-0.110, -2.521, 5.984)
O (-3.291, -2.330, -1.224)
H (-2.962, -1.513, -1.721)
H (-2.864, -3.147, -1.642)
O (-0.588, 1.454, -6.461)
H (-0.296, 0.583, -6.036)
H (0.045, 1.661, -7.222)
O (-3.438, 2.157, 1.318)
H (-4.051, 2.797, 1.806)
H (-3.894, 1.254, 1.277)
O (4.884, -1.509, -0.636)
H (4.023, -2.041, -0.664)
H (4.945, -0.965, -1.487)
O (-0.144, 4.824, -5.592)
H (-0.435, 5.543, -6.241)
H (0.148, 4.016, -6.127)

Cartesian forces (eV/Å) of the 3 atoms listed first:
N 1.0 -1.3 1.4
O 2.9 0.5 -0.3
O -0.8 -0.1 -0.3

Properties
LUMO level: -0.88 eV
Largest force on an atom: 0.058 hartree/bohr
Kohn-Sham gap: 7.3082 eV
Highest occupied orbital energy: -8.2 eV

***

[3]
DFT (the ωB97M-V functional and the def2-TZVPD basis) results for C23H23ClN2NdOP as an isolated structure in a non-equilibrium geometry.

Geometry (Å):
Nd (-0.574, -1.638, 1.549)
Cl (-2.692, -1.627, 0.154)
C (1.534, -1.368, 0.002)
O (2.417, -1.429, -0.755)
P (0.011, 0.881, -0.209)
C (-0.212, 2.005, 1.208)
C (1.365, 1.708, -1.074)
C (-1.412, 1.315, -1.263)
C (1.214, 2.269, -2.356)
C (2.318, 2.842, -2.996)
C (3.561, 2.888, -2.365)
C (3.702, 2.386, -1.062)
C (2.606, 1.798, -0.415)
H (0.246, 2.255, -2.862)
H (2.204, 3.230, -4.012)
H (4.438, 3.286, -2.892)
H (4.666, 2.420, -0.551)
H (2.722, 1.407, 0.601)
C (-0.887, 1.526, 2.353)
C (-0.947, 2.354, 3.474)
C (-0.482, 3.679, 3.444)
C (0.062, 4.176, 2.247)
C (0.217, 3.342, 1.134)
H (-1.474, 0.572, 2.363)
H (-1.373, 1.930, 4.388)
H (-0.560, 4.308, 4.343)
H (0.385, 5.215, 2.214)
H (0.666, 3.757, 0.219)
C (-2.190, 2.468, -1.082)
C (-3.300, 2.663, -1.915)
C (-3.627, 1.754, -2.930)
C (-2.793, 0.634, -3.124)
C (-1.679, 0.418, -2.316)
H (-1.941, 3.209, -0.313)
H (-3.929, 3.541, -1.768)
H (-4.522, 1.905, -3.555)
H (-3.017, -0.083, -3.912)
H (-1.046, -0.466, -2.462)
H (-2.492, -1.209, 3.574)
H (-2.876, -1.214, 2.900)
C (1.972, -6.982, 0.793)
N (1.062, -5.836, 0.806)
C (-0.305, -5.956, 1.047)
C (-0.835, -4.705, 0.991)
N (0.204, -3.782, 0.809)
C (1.338, -4.518, 0.613)
H (1.953, -7.478, 1.772)
H (1.651, -7.727, 0.055)
H (3.001, -6.698, 0.567)
H (-0.806, -6.907, 1.179)
H (-1.859, -4.399, 1.054)
H (2.315, -4.118, 0.337)

Cartesian forces (eV/Å) of the 3 atoms listed first:
Nd -0.4 0.4 -1.5
Cl 0.9 -0.1 0.8
C 4.0 -1.0 -2.7

Properties
⟨S²⟩: 3.755
LUMO level (alpha / beta): -7.59 / -7.13 eV
Largest force on an atom: 0.096 hartree/bohr
Kohn-Sham gap (alpha / beta): 6.4765 / 6.9424 eV
Highest occupied orbital energy (alpha / beta): -14.1 / -14.1 eV
Multiplicity: 4
Energy relative to the best compared isomer or geometry (same formula, charge and spin): 0.00 kcal/mol
Net charge: +2

***

Values of E_tot, in order: -11322.4010 -56628.4411 -66325.6802, all in eV.